[1]
Entry from the Open Molecules 2025 dataset: a molecular structure, C33H27Cl2N4O3Sn at a distorted geometry (the ωB97M-V functional and the def2-TZVPD basis).

The geometry in ORCA input format:
```
! wB97M-V def2-TZVPD RIJCOSX def2/J DEFGRID3
* xyz -1 1
Sn -0.0221 -0.1208 -0.8324
Cl 5.2245 5.5788 -0.5232
Cl -2.3916 2.9272 -3.4926
O 2.5305 -0.7220 -0.3005
O 2.0246 -1.2186 -2.4383
O 4.7187 0.1557 -2.7024
N -0.8863 -0.2290 2.2426
N 0.6414 2.0326 -0.6480
N -1.4089 -1.7024 0.4852
N -0.3544 0.5123 1.2941
C 1.6623 3.9909 2.3321
C -2.5501 1.9412 -0.9535
C -2.6383 -3.7079 0.9177
C -2.6229 3.0781 -1.7710
C -2.2188 0.6005 -1.4465
C 0.8014 4.8851 -3.0460
C 0.4106 2.0673 3.0258
C -3.1772 4.5052 0.0807
C 5.2141 3.7146 -2.5010
C 5.2672 2.1410 -4.4770
C 5.0882 2.4328 -3.0097
C 1.5479 3.6233 1.0153
C 0.6118 4.1856 -1.8637
C 0.2833 1.6661 1.6776
C -2.6826 -3.3778 2.2866
C 1.3063 2.1661 -2.9657
C -3.1313 3.3976 0.9235
C 1.4726 2.8719 -4.1483
C 4.7180 2.9245 -0.2854
C 0.8837 2.8085 -1.7890
C 4.7769 1.3888 -2.1344
C -2.0893 -2.2271 2.7267
C 1.2419 4.2404 -4.1966
C 4.3325 -0.9345 -1.8681
C -2.9268 4.3359 -1.2709
C 5.0407 3.9530 -1.1442
C -2.8304 2.1498 0.4126
C -1.9814 -2.8464 0.0755
C 2.8279 -0.9517 -1.5102
C 4.5693 1.6356 -0.7844
C 0.8183 2.4645 0.6258
C -1.4523 -1.3724 1.7923
C 1.0749 3.2181 3.3549
H 1.3895 4.7937 -5.1177
H -2.0852 -1.9384 3.7698
H 4.5445 -1.8206 -2.4566
H 5.4438 4.5364 -3.1700
H 1.1720 3.5237 4.3918
H -2.7760 1.2894 1.0752
H 4.2465 0.8434 -0.1185
H 1.5063 1.0950 -2.9407
H 4.9363 -0.9402 -0.9602
H -3.4088 5.4887 0.4703
H -1.9070 -3.0573 -0.9896
H 2.2197 4.8851 2.5879
H 1.7785 2.3433 -5.0465
H -2.9620 5.1774 -1.9511
H -3.0990 -4.6092 0.5360
H -3.3294 3.5114 1.9828
H 0.2058 4.6934 -0.9987
H -0.0306 1.4325 3.7801
H 0.5806 5.9471 -3.0726
H 5.3922 3.0663 -5.0403
H -2.7283 -0.1977 -0.9102
H 4.4018 1.5998 -4.8665
H -2.2656 0.4746 -2.5216
H -3.1838 -4.0359 2.9881
H 6.1409 1.5035 -4.6433
H 2.0314 4.2120 0.2494
H 4.5647 3.1148 0.7686
*
```

LUMO (spin up / spin down)   1.48 / 1.80 eV
E_HOMO (spin up / spin down)   -3.62 / -3.99 eV
Frontier orbital gap (spin up / spin down)   0.1873 / 0.2126 hartree

[2]
Entry from the Open Molecules 2025 dataset: a molecular structure, C22H18DyN8OS (the ωB97M-V functional and the def2-TZVPD basis).

The geometry in ORCA input format:
```
! wB97M-V def2-TZVPD RIJCOSX def2/J DEFGRID3
* xyz 1 6
Dy 1.2327 -0.1596 0.0189
S -6.2253 -1.7137 0.1575
O 1.5595 -1.6857 1.7604
N 0.7521 -2.6339 -0.1078
N -6.0493 0.8756 -0.3697
N 1.0034 -4.8265 0.3242
N 3.9173 -3.4358 -0.5373
N 5.1184 0.9734 -0.9194
N -1.2029 -0.1051 0.0192
N 0.1203 -4.1705 -1.7549
N 1.2958 -0.5538 -2.4146
C -3.2520 0.3359 -1.1057
C 4.4668 0.0545 -1.1514
C -5.4576 -0.2980 -0.0976
C -1.8690 0.3552 -1.0420
C 1.3077 3.2783 0.4369
C 1.2282 4.7083 0.5341
C 1.7260 6.7107 1.7788
C 0.6038 -3.9117 -0.5512
C 1.1252 7.4742 0.7869
C 1.4881 -4.1506 1.5254
C 1.2727 -2.7246 1.1168
C 1.4460 2.0659 0.4263
C -3.9605 -0.2001 -0.0389
C 1.0410 -6.2669 0.1331
C 2.4003 -0.8006 -2.1124
C 0.6306 5.4799 -0.4608
C 0.5797 6.8579 -0.3313
C 3.8192 -2.3567 -0.9290
C -3.2662 -0.6811 1.0642
C 3.5538 -1.0241 -1.3735
C -1.8903 -0.6039 1.0555
C 1.7788 5.3327 1.6563
H -3.7925 -1.1138 1.9029
H 2.1584 7.1888 2.6476
H 0.2153 4.9970 -1.3356
H 0.0158 -5.1064 -2.1047
H 1.8843 -6.6627 0.6941
H 0.9086 -4.4103 2.4126
H -7.0545 0.9116 -0.4297
H -0.1013 -3.3988 -2.3621
H 0.1198 -6.7418 0.4684
H 1.2241 -6.4996 -0.9151
H -1.2816 0.7494 -1.8626
H -5.5307 1.7362 -0.4134
H 2.2502 4.7296 2.4205
H 0.1190 7.4540 -1.1078
H 2.5500 -4.3412 1.6880
H -1.3090 -0.9484 1.9036
H 1.0857 8.5511 0.8843
H -3.7559 0.7060 -1.9880
*
```

LUMO (spin up / spin down)   -3.36 / -3.34 eV
E_HOMO (spin up / spin down)   -10.58 / -10.57 eV
Frontier orbital gap (spin up / spin down)   0.2651 / 0.2660 hartree
Energy relative to the best compared isomer or geometry (same formula, charge and spin)   0.00 kJ/mol

[3]
Entry from the Open Molecules 2025 dataset: C5H7NO in the gas phase (the ωB97M-V functional and the def2-TZVPD basis).

The geometry in ORCA input format:
```
! wB97M-V def2-TZVPD RIJCOSX def2/J DEFGRID3
* xyz 0 1
O 1.2384 0.2014 -0.6874
N 1.8106 -1.6017 0.7361
C -0.4419 -0.6602 0.6199
C 0.9903 -0.7708 0.2597
C 0.3987 1.3255 -0.3582
C -0.8673 0.7278 0.2393
C -1.3565 -0.4213 -0.5710
H 0.2168 1.9263 -1.2536
H -0.9872 -0.4585 -1.5956
H -1.5229 1.3311 0.8592
H 2.7393 -1.5247 0.3252
H -0.8186 -1.1704 1.4989
H -2.3529 -0.8231 -0.4478
H 0.9532 1.9186 0.3751
*
```

LUMO   1.02 eV
E_HOMO   -9.79 eV
Frontier orbital gap   0.3974 hartree
SMILES   [H]/N=C1\OC[C@H]2C[C@@H]12
Energy relative to the best compared isomer or geometry (same formula, charge and spin)   123.48 kJ/mol

[4]
Entry from the Open Molecules 2025 dataset: 2 unconnected molecules or ions with the total composition C5H5BrFN at a distorted geometry (the ωB97M-V functional and the def2-TZVPD basis).

The geometry in ORCA input format:
```
! wB97M-V def2-TZVPD RIJCOSX def2/J DEFGRID3
* xyz 0 1
Br -4.0123 -0.3584 0.2288
F -1.8803 2.2648 0.1302
N -1.1409 0.3227 0.9523
C -0.2797 -0.7597 0.8502
C 0.1145 1.4005 -0.6965
C 1.1348 0.4739 -0.5633
C -0.9854 1.2745 0.0608
C 0.9338 -0.5972 0.2045
H 0.3736 2.2954 -1.2418
H -0.3750 -1.6168 1.4804
H 1.4984 -1.4644 0.4325
H -2.7861 -0.2753 0.7539
H 2.1389 0.6598 -1.0035
*
```

LUMO   0.08 eV
E_HOMO   -10.16 eV
Frontier orbital gap   0.3763 hartree
SMILES   Fc1ccccn1.Br
Energy relative to the best compared isomer or geometry (same formula, charge and spin)   35.95 kJ/mol

[5]
Entry from the Open Molecules 2025 dataset: 2 unconnected molecules or ions with the total composition C6H16NO at a distorted geometry (the ωB97M-V functional and the def2-TZVPD basis).

The geometry in ORCA input format:
```
! wB97M-V def2-TZVPD RIJCOSX def2/J DEFGRID3
* xyz 1 1
O -2.7356 -1.9361 -0.6354
N -0.4941 -1.0978 0.5668
C 0.3275 1.6389 -0.5275
C 0.8298 1.3333 0.8362
C 1.0420 -0.5941 2.5968
C 0.4666 0.8994 -2.9886
C 0.9053 0.9453 -1.6211
C 0.0978 0.0257 1.5124
H -0.1237 -2.0470 0.6312
H -0.2088 -0.8009 -0.4024
H 1.9216 -1.1002 2.2331
H 0.5080 -1.3649 3.2016
H -3.4655 -2.5362 -0.3621
H 0.9511 1.5513 -3.6544
H -0.5857 1.0940 -3.1338
H 1.9237 1.2386 0.9203
H 1.8697 0.3733 -1.5222
H -3.1590 -1.3971 -1.2767
H 1.4150 0.0504 3.3431
H -1.6181 -1.0550 0.5015
H 0.6658 2.1500 1.5937
H -0.4112 2.3890 -0.5083
H -0.8856 0.2768 2.1587
H 0.7634 -0.0364 -3.4631
*
```

LUMO   -3.00 eV
E_HOMO   -12.75 eV
Frontier orbital gap   0.3582 hartree
Energy relative to the best compared isomer or geometry (same formula, charge and spin)   215.70 kJ/mol

| no. | energy (eV) |
| --- | --- |
| 1 | -77640.7549 |
| 2 | -71987.3791 |
| 3 | -8834.9231 |
| 4 | -79515.2470 |
| 5 | -10011.0769 |